# C68H171CaF6N14O24S2

A structure of composition C68H171CaF6N14O24S2 (the ωB97M-V functional and the def2-TZVPD basis, OMol25).

As for the spin multiplicity: 2. The expectation value of S² is 0.754. For the frontier orbital gap (spin up / spin down), the calculation gives 0.2547 / 0.0635 Ha. Its total charge is +2. The value obtained for the largest force on an atom is 0.0824 Eh/bohr. The total energy comes out at -7337.98674 Eh. For the HOMO energy (spin up / spin down), the calculation gives -10.52 / -10.52 eV.

Geometry as XYZ:
```
286
C68H171CaF6N14O24S2 the ωB97M-V functional and the def2-TZVPD basis
Ca 2.548 2.422 0.793
C -0.379 -0.191 -1.977
F 0.505 0.034 -2.972
F -1.564 -0.089 -2.589
F -0.230 -1.395 -1.457
S -0.294 1.194 -0.652
O 0.271 2.364 -1.292
O -1.614 1.405 -0.087
N 0.983 0.784 0.526
S 0.110 -0.065 1.550
O -0.559 0.751 2.581
O -0.742 -1.049 0.938
C 1.459 -1.069 2.483
F 0.924 -1.724 3.500
F 1.901 -1.991 1.570
F 2.423 -0.225 2.928
C -0.771 -6.525 -2.445
O 0.111 -7.006 -1.436
C 0.218 -6.036 -0.319
C 0.740 -4.640 -0.726
N 2.087 -4.724 -1.288
C 2.351 -3.402 -1.843
C 3.697 -3.352 -2.589
O 3.873 -1.972 -2.952
C 5.046 -1.799 -3.722
H -0.502 -5.641 -3.024
H -1.740 -6.381 -1.969
H -0.693 -7.325 -3.181
H 0.824 -6.534 0.438
H -0.729 -5.965 0.218
H 0.829 -4.081 0.205
H 0.046 -4.101 -1.371
H 2.091 -5.506 -1.928
H 2.392 -2.664 -1.041
H 1.519 -3.027 -2.439
H 3.796 -4.008 -3.454
H 4.501 -3.642 -1.912
H 5.979 -2.095 -3.241
H 5.226 -0.747 -3.944
H 4.972 -2.153 -4.750
C -4.614 2.216 7.635
O -4.005 1.652 6.518
C -4.045 0.227 6.523
C -3.367 -0.200 5.235
N -3.354 -1.605 5.094
C -2.473 -2.024 4.015
C -2.443 -3.542 3.917
O -3.710 -4.108 3.834
C -3.715 -5.513 3.898
H -4.502 3.298 7.706
H -4.191 1.798 8.549
H -5.689 2.038 7.619
H -5.037 -0.223 6.543
H -3.475 -0.287 7.296
H -2.384 0.272 5.241
H -3.851 0.244 4.365
H -4.224 -2.043 4.826
H -1.528 -1.483 3.982
H -2.852 -1.720 3.039
H -1.945 -3.995 4.774
H -1.885 -3.922 3.062
H -2.958 -5.991 3.275
H -4.705 -5.916 3.683
H -3.433 -5.880 4.885
C -0.455 -2.753 -11.875
O -0.479 -3.151 -10.518
C 0.592 -4.021 -10.169
C 0.587 -4.330 -8.668
N 0.658 -3.146 -7.861
C 0.433 -3.389 -6.523
C 0.445 -2.052 -5.823
O -0.602 -1.182 -6.208
C -1.978 -1.566 -6.093
H -1.003 -1.822 -12.017
H -1.036 -3.463 -12.465
H 0.503 -2.657 -12.386
H 1.551 -3.642 -10.521
H 0.407 -5.000 -10.611
H 1.506 -4.894 -8.509
H -0.289 -4.940 -8.447
H -0.014 -2.517 -8.278
H 1.308 -3.928 -6.162
H -0.503 -3.887 -6.268
H 1.418 -1.583 -5.968
H 0.337 -2.270 -4.761
H -2.174 -2.430 -6.728
H -2.588 -0.702 -6.360
H -2.181 -1.869 -5.066
C 3.412 -4.059 4.164
O 2.643 -5.101 4.780
C 1.278 -5.080 4.301
C 1.125 -6.098 3.159
N 1.141 -7.415 3.822
C 1.078 -8.621 3.014
C -0.399 -9.031 2.716
O -0.429 -10.451 2.377
C -1.739 -11.075 2.195
H 3.283 -3.939 3.088
H 4.485 -4.203 4.287
H 3.069 -3.106 4.567
H 0.980 -4.050 4.104
H 0.594 -5.270 5.128
H 1.954 -5.920 2.475
H 0.234 -5.872 2.572
H 1.879 -7.457 4.510
H 1.641 -9.355 3.591
H 1.606 -8.459 2.074
H -0.728 -8.458 1.849
H -1.036 -8.932 3.594
H -2.224 -10.683 1.302
H -2.424 -11.030 3.042
H -1.788 -12.120 1.891
C 0.434 -2.106 6.902
O 0.713 -3.440 7.243
C 1.782 -3.849 8.070
C 1.724 -3.297 9.514
N 2.070 -1.907 9.549
C 1.808 -1.245 10.852
C 0.303 -1.008 11.064
O 0.186 -0.145 12.204
C -1.169 0.101 12.517
H 0.279 -1.529 7.814
H -0.439 -2.000 6.259
H 1.295 -1.693 6.375
H 2.738 -3.567 7.629
H 1.915 -4.930 8.033
H 2.350 -3.858 10.207
H 0.754 -3.594 9.912
H 3.054 -1.843 9.330
H 2.335 -0.291 10.847
H 2.185 -1.815 11.701
H -0.081 -1.993 11.331
H -0.204 -0.693 10.152
H -1.584 0.659 11.678
H -1.279 0.733 13.399
H -1.780 -0.795 12.628
C 6.212 -2.298 2.395
O 5.156 -1.516 1.961
C 5.228 -1.408 0.568
C 4.305 -0.288 0.072
N 4.385 0.907 0.939
C 5.610 1.552 0.435
C 5.815 2.843 1.215
O 4.642 3.638 1.285
C 4.959 4.904 1.812
H 7.221 -1.924 2.221
H 6.017 -3.364 2.276
H 6.278 -2.308 3.483
H 4.917 -2.338 0.092
H 6.246 -1.185 0.249
H 3.297 -0.655 0.268
H 4.426 -0.217 -1.008
H 4.587 0.528 1.853
H 5.567 1.822 -0.620
H 6.468 0.888 0.543
H 6.631 3.379 0.731
H 6.218 2.684 2.215
H 5.560 5.482 1.110
H 5.541 4.936 2.734
H 4.011 5.427 1.938
C -0.297 3.241 -11.717
O -0.564 4.036 -10.548
C -1.308 3.385 -9.577
C -2.040 4.478 -8.767
N -2.715 3.814 -7.668
C -2.924 4.687 -6.589
C -3.786 4.029 -5.534
O -3.138 2.936 -4.963
C -3.626 2.452 -3.723
H 0.270 2.350 -11.449
H 0.488 3.741 -12.285
H -1.102 2.968 -12.400
H -0.525 2.918 -8.980
H -2.030 2.613 -9.844
H -2.707 5.089 -9.374
H -1.349 5.245 -8.416
H -2.112 3.090 -7.306
H -3.409 5.559 -7.028
H -1.962 5.035 -6.212
H -4.710 3.694 -6.004
H -3.941 4.789 -4.768
H -3.300 3.100 -2.910
H -3.291 1.450 -3.455
H -4.708 2.330 -3.760
C -2.264 6.481 -1.193
C -0.952 6.095 -0.553
C -0.351 7.317 0.259
O 0.937 7.061 0.860
C 1.512 8.222 1.424
N -1.263 5.063 0.392
H -2.971 6.836 -0.443
H -2.727 5.637 -1.704
H -2.050 7.358 -1.805
H -0.265 5.828 -1.356
H -1.038 7.510 1.083
H -0.314 8.208 -0.369
H 0.993 8.336 2.375
H 1.482 9.159 0.869
H 2.557 8.002 1.642
H -1.936 5.450 1.039
H -1.750 4.275 -0.009
C 2.856 6.203 -1.593
C 2.430 4.768 -1.421
C 3.539 3.775 -1.863
O 3.231 2.418 -1.568
C 3.293 1.593 -2.710
N 2.218 4.675 0.011
H 3.119 6.432 -2.626
H 3.770 6.475 -1.064
H 2.092 6.899 -1.246
H 1.515 4.485 -1.941
H 4.370 4.061 -1.219
H 3.830 3.931 -2.902
H 4.290 1.445 -3.124
H 2.686 2.058 -3.487
H 2.835 0.633 -2.471
H 2.923 5.273 0.417
H 1.347 5.151 0.197
C -3.309 2.824 2.102
C -4.266 3.855 1.527
C -5.754 3.595 1.923
O -6.628 4.430 1.146
C -8.010 4.280 1.415
N -3.861 5.207 1.897
H -3.250 2.837 3.191
H -2.274 3.020 1.824
H -3.461 1.849 1.640
H -4.252 3.698 0.448
H -6.061 3.740 2.959
H -5.965 2.547 1.714
H -8.225 3.302 0.984
H -8.590 5.044 0.897
H -8.306 4.292 2.463
H -3.945 5.234 2.903
H -4.580 5.809 1.521
C 0.165 3.061 -4.643
C 0.206 2.559 -6.079
C 1.476 1.675 -6.406
O 2.490 2.531 -6.871
C 3.823 2.104 -6.601
N -1.005 1.858 -6.397
H -0.785 3.454 -4.282
H 1.005 3.736 -4.476
H 0.296 2.224 -3.958
H 0.227 3.405 -6.766
H 1.200 0.927 -7.150
H 1.820 1.128 -5.529
H 3.993 1.149 -7.097
H 4.104 1.980 -5.555
H 4.571 2.757 -7.051
H -0.880 0.866 -6.253
H -1.763 2.087 -5.769
C -0.004 4.630 3.904
C 1.155 4.017 3.116
C 2.015 2.996 3.913
O 3.116 2.426 3.194
C 4.204 1.957 4.048
N 0.622 3.310 1.941
H -0.667 5.089 3.170
H 0.273 5.404 4.620
H -0.566 3.890 4.475
H 1.756 4.880 2.831
H 1.429 2.132 4.224
H 2.359 3.416 4.858
H 4.844 1.340 3.418
H 3.736 1.342 4.817
H 4.736 2.857 4.356
H -0.016 3.982 1.540
H -0.034 2.614 2.265
C -3.615 -3.317 0.416
C -4.642 -2.279 -0.004
C -3.976 -1.154 -0.925
O -5.017 -0.256 -1.387
C -5.067 1.036 -0.731
N -5.690 -2.943 -0.754
H -2.993 -3.731 -0.378
H -4.108 -4.080 1.017
H -2.850 -2.814 1.008
H -5.182 -1.776 0.798
H -3.634 -1.661 -1.828
H -3.044 -0.712 -0.574
H -5.972 1.577 -1.009
H -4.375 1.789 -1.109
H -4.958 1.000 0.353
H -5.978 -2.195 -1.368
H -5.206 -3.505 -1.439
```

Atomic partial charges in e from the Löwdin method, atoms 1 to 99: number 1, Ca, carries 1.3905; number 2, C, carries -0.6036; number 3, F, carries 0.1259; number 4, F, carries 0.1372; number 5, F, carries 0.1368; number 6, S, carries 0.7119; number 7, O, carries -0.2977; number 8, O, carries -0.2801; number 9, N, carries -0.3889; number 10, S, carries 0.5773; number 11, O, carries -0.3057; number 12, O, carries -0.2970; number 13, C, carries -0.5754; number 14, F, carries 0.1384; number 15, F, carries 0.0870; number 16, F, carries 0.1223; number 17, C, carries -0.1035; number 18, O, carries -0.1935; number 19, C, carries -0.1809; number 20, C, carries -0.2190; number 21, N, carries -0.0326; number 22, C, carries -0.2039; number 23, C, carries -0.1840; number 24, O, carries -0.2101; number 25, C, carries -0.1150; number 26, H, carries 0.0774; number 27, H, carries 0.0927; number 28, H, carries 0.0984; number 29, H, carries 0.0809; number 30, H, carries 0.1053; number 31, H, carries 0.1058; number 32, H, carries 0.1015; number 33, H, carries 0.1122; number 34, H, carries 0.1028; number 35, H, carries 0.0982; number 36, H, carries 0.1263; number 37, H, carries 0.1109; number 38, H, carries 0.0925; number 39, H, carries 0.0705; number 40, H, carries 0.0944; number 41, C, carries -0.1282; number 42, O, carries -0.1818; number 43, C, carries -0.2131; number 44, C, carries -0.2423; number 45, N, carries -0.0427; number 46, C, carries -0.2011; number 47, C, carries -0.2482; number 48, O, carries -0.1784; number 49, C, carries -0.1042; number 50, H, carries 0.0871; number 51, H, carries 0.0852; number 52, H, carries 0.0883; number 53, H, carries 0.1270; number 54, H, carries 0.1221; number 55, H, carries 0.1234; number 56, H, carries 0.1200; number 57, H, carries 0.1198; number 58, H, carries 0.0907; number 59, H, carries 0.1056; number 60, H, carries 0.1125; number 61, H, carries 0.1028; number 62, H, carries 0.0678; number 63, H, carries 0.1005; number 64, H, carries 0.0862; number 65, C, carries -0.1115; number 66, O, carries -0.1843; number 67, C, carries -0.2126; number 68, C, carries -0.2081; number 69, N, carries -0.0620; number 70, C, carries -0.2747; number 71, C, carries -0.2147; number 72, O, carries -0.2304; number 73, C, carries -0.0586; number 74, H, carries 0.0857; number 75, H, carries 0.0843; number 76, H, carries 0.0875; number 77, H, carries 0.1233; number 78, H, carries 0.1206; number 79, H, carries 0.1221; number 80, H, carries 0.1206; number 81, H, carries 0.1159; number 82, H, carries 0.1283; number 83, H, carries 0.1156; number 84, H, carries 0.1235; number 85, H, carries 0.0990; number 86, H, carries 0.0853; number 87, H, carries 0.0954; number 88, H, carries 0.0808; number 89, C, carries -0.0797; number 90, O, carries -0.1747; number 91, C, carries -0.1823; number 92, C, carries -0.0916; number 93, N, carries 0.2070; number 94, C, carries -0.0835; number 95, C, carries -0.1422; number 96, O, carries -0.1861; number 97, C, carries -0.0685; number 98, H, carries 0.0784; number 99, H, carries 0.0922